Here is an isolated molecule of C5H9NO from the Open Molecules 2025 dataset. Energies are from ωB97M-V/def2-TZVPD.

XYZ file:
```
16
Properties=species:S:1:pos:R:3:forces:R:3:mulliken_charge:R:1
C -0.2941 0.5722 -1.6407 0.0 0.1 -0.1 -1.383
C 0.4351 -0.4647 -0.7823 0.0 -0.1 -0.1 0.319
C 1.5869 0.1221 0.0778 0.2 0.1 0.0 -0.656
C 0.6474 0.1626 1.3173 0.0 0.0 0.2 -0.436
C -0.3801 -0.5812 0.4847 -0.5 0.0 -0.1 0.199
N -1.6040 -0.8973 0.5272 0.6 0.1 -0.2 -0.561
O -2.2137 -0.5640 1.7303 -0.3 -0.1 0.3 -0.391
H 0.3748 1.1078 -2.3182 0.0 -0.1 -0.1 0.375
H -0.7740 1.3071 -0.9821 0.2 0.0 -0.2 0.347
H -1.0989 0.0960 -2.2075 0.1 0.1 0.0 0.335
H 0.6669 -1.3830 -1.3324 -0.1 0.2 0.1 0.394
H 2.4313 -0.5618 0.2070 -0.2 0.1 0.0 0.258
H 1.9707 1.0843 -0.2747 -0.1 -0.1 0.1 0.285
H 0.3194 1.1652 1.6120 0.0 -0.2 0.0 0.237
H 1.0093 -0.3594 2.2067 -0.1 0.1 -0.1 0.303
H -3.1399 -0.7553 1.5321 0.2 0.0 0.2 0.374
```
Positions in Å, forces in eV/Å.

Summary:
SMILES string = C[C@H]1CC/C1=N\O
Relative energy (zero: lowest compared OMol25 entry of this formula, charge and spin) = 71.6 kcal per mole
Multiplicity = 1
Electronic energy = -325.82347 hartree
Kohn-Sham gap = 0.386 hartree
HOMO energy = -9.41 eV